The following is a DFT calculation (the ωB97M-V functional and the def2-TZVPD basis) of a 2-piece molecular cluster, C5H11O2 overall.

Last column: Löwdin charge in e.
CARTESIAN COORDINATES (ANGSTROEM)
C -0.72573 3.29693 -1.37667  -0.189
C -0.37682 2.34499 -0.24994  -0.166
H 0.04027 4.05209 -1.56618  0.047
H -0.88635 2.74642 -2.30097  0.056
H -1.62513 3.89686 -1.20243  0.052
H -0.49457 2.73974 0.75262  0.063
H 0.59312 1.88734 -0.44099  0.058
H -0.95559 1.41373 -0.31696  0.048
C 1.21499 -1.48358 0.21684  -0.187
C 1.19684 -1.31856 -1.30503  -0.139
C -0.16405 -1.23970 0.93025  -0.752
O -1.10120 -0.81997 0.21426  -0.101
O -0.15386 -1.47155 2.15536  -0.098
H 1.52421 -2.50324 0.46609  0.086
H 1.94454 -0.82076 0.67184  0.085
H 0.18638 -1.25194 -1.69530  0.055
H 1.74526 -2.07915 -1.85457  0.046
H 1.65707 -0.38793 -1.57585  0.037

Total charge = -1
HOMO energy = -0.145 hartree

The following is a DFT calculation (the ωB97M-V functional and the def2-TZVPD basis) of a 2-piece molecular cluster, C5H12O2 overall.

Last column: Löwdin charge in e.
CARTESIAN COORDINATES (ANGSTROEM)
C 0.22577 2.41545 0.19063  -0.147
O -0.34512 1.23461 0.70369  -0.182
C 0.50400 -0.65484 -0.18017  -0.036
C 1.67862 -0.46369 0.70243  -0.061
C -0.64246 -1.53188 0.19323  -0.157
C -1.58659 -1.24102 -0.97553  -0.351
O -1.33610 0.09831 -1.20949  -0.253
H 1.12494 2.65681 0.76882  0.078
H -0.46858 3.26280 0.27235  0.086
H 0.49740 2.29537 -0.86720  0.090
H 0.71153 -0.57825 -1.24191  0.136
H 1.40184 -0.38444 1.75336  0.094
H 2.27548 0.40186 0.40243  0.086
H 2.30522 -1.35767 0.54745  0.108
H -1.07804 -1.14268 1.12068  0.129
H -0.30338 -2.56042 0.40343  0.130
H -1.31046 -1.87555 -1.84180  0.108
H -2.63951 -1.46753 -0.74129  0.109
H -1.01457 0.89277 -0.00113  0.034

Total charge = 0
HOMO energy (spin up / spin down) = -0.314 / -0.314 hartree

The following is a DFT calculation (the ωB97M-V functional and the def2-TZVPD basis) of a 2-piece molecular cluster, CH4NOPS overall.

Last column: Löwdin charge in e.
CARTESIAN COORDINATES (ANGSTROEM)
C -1.35617 0.90771 0.81179  -0.222
N 1.35015 -1.55500 -0.26523  -0.536
O 0.79492 0.82489 -0.90414  -0.456
P -0.61941 0.65902 -0.60328  0.687
S 2.88237 -1.62674 -0.64593  0.567
H -2.37711 0.79096 0.96017  -0.015
H -0.74569 1.42513 1.45626  -0.016
H 1.14074 -1.07772 0.64491  -0.028
H -1.06980 -0.34826 -1.45456  0.019

Total charge = 0
HOMO energy (spin up / spin down) = -0.307 / -0.307 hartree

The following is a DFT calculation (the ωB97M-V functional and the def2-TZVPD basis) of one molecule with the formula C8H12N6.

Last column: Löwdin charge in e.
CARTESIAN COORDINATES (ANGSTROEM)
C 2.33757 0.65317 -2.33482  -0.078
C 2.08777 -0.54189 -1.49047  -0.205
N 3.02743 -1.06193 -0.73608  0.055
C 2.71269 -1.63268 0.40003  -0.239
N 1.65740 -1.24345 1.04362  0.005
N 0.84974 -0.48068 0.40687  0.044
C -0.37907 -0.31020 0.74022  -0.292
C -1.06354 -1.03773 1.85557  -0.129
C -1.51663 0.02662 2.91279  -0.112
N -1.09787 0.43888 -0.09353  -0.144
N -0.62804 0.88772 -1.31137  0.132
C -1.76760 1.40496 -1.84412  -0.125
C -2.82612 1.30323 -0.94008  -0.100
N -2.35661 0.59077 0.11155  0.104
H 2.33421 0.19477 -3.33449  0.083
H 1.49041 1.39570 -2.22247  0.072
H 3.24467 1.20176 -2.18092  0.065
H 1.18426 -1.15951 -1.77557  0.135
H 3.49103 -2.02781 1.04504  0.111
H -0.28613 -1.69973 2.25374  0.102
H -1.97622 -1.47760 1.48422  0.102
H -0.69888 0.76835 3.26098  0.105
H -2.45939 0.69185 2.86493  0.093
H -1.79517 -0.37539 3.80229  0.004
H -1.67822 2.02791 -2.73483  0.103
H -3.88771 1.46289 -1.18311  0.107

Total charge = 0
HOMO energy (spin up / spin down) = -0.287 / -0.287 hartree
SMILES = C/C=N/C=N\N=C(/CC)n1nccn1

The following is a DFT calculation (the ωB97M-V functional and the def2-TZVPD basis) of a 2-piece molecular cluster, C2H3N4S overall.

Last column: Mulliken spin population.
CARTESIAN COORDINATES (ANGSTROEM)
C -1.10921 0.35684 0.12284  0.592
C -2.37534 0.31294 0.37449  -0.107
N -0.09344 1.04615 0.00713  -0.111
N 0.99265 1.29791 -0.26241  0.435
N 2.12383 -0.45998 -0.23277  0.344
N 1.34509 -1.19764 -0.70055  -0.006
S 3.45273 -0.05124 0.36119  0.662
H -3.07357 -0.36026 0.73303  0.030
H -2.98010 1.25381 0.46839  0.063
H 1.71736 -2.19852 -0.87134  0.098

2S+1 = 3
Total charge = +1
⟨S²⟩ = 2.0440
HOMO energy (spin up / spin down) = -0.449 / -0.517 hartree

The following is a DFT calculation (the ωB97M-V functional and the def2-TZVPD basis) of one molecule with the formula C23H35N3O4S.

Last column: Löwdin charge in e.
CARTESIAN COORDINATES (ANGSTROEM)
C -0.58507 -1.95744 -3.98095  0.012
C -0.43972 -2.17714 -2.49736  -0.497
O -1.37633 -2.34851 -1.75068  0.058
N 0.86786 -2.13922 -2.08842  0.139
C 1.35922 -1.98831 -0.79780  -0.219
C 0.53467 -2.00749 0.32834  0.008
C 1.05567 -1.66196 1.56138  -0.055
C 2.39052 -1.32443 1.67734  -0.295
S 2.96804 -0.52977 3.15980  0.655
O 4.34792 -0.82458 3.40648  -0.292
O 2.01681 -0.73466 4.21765  -0.290
N 2.91662 1.05698 2.60887  -0.123
C 1.59265 1.63637 2.53586  -0.217
C 1.54692 2.86381 1.61266  -0.293
C 0.10416 3.39086 1.47131  -0.138
C -0.50758 3.08235 0.10133  -0.140
C -0.18698 1.64104 -0.30686  -0.217
C -0.96516 1.24280 -1.56385  -0.399
O -0.40285 1.08227 -2.63875  0.036
N -2.30464 1.12942 -1.45235  -0.026
C -3.10792 0.94114 -2.64690  -0.105
C -3.86634 -0.38705 -2.62407  -0.356
C -4.71897 -0.53240 -3.87932  -0.063
C -4.71433 -0.45262 -1.35479  -0.140
C -3.81842 -0.26914 -0.13146  -0.348
C -4.61617 -0.33574 1.16610  -0.064
C -3.08894 1.07766 -0.24025  -0.124
C 1.32337 1.53065 -0.55048  -0.124
C 2.13694 2.56288 0.23379  -0.148
C 3.24104 -1.40121 0.59021  -0.054
C 2.72964 -1.74579 -0.64461  -0.014
H -1.57324 -2.26864 -4.30684  0.085
H -0.47617 -0.88625 -4.15490  0.079
H 0.17429 -2.49094 -4.54624  0.082
H 1.55369 -1.98100 -2.81432  0.146
H -0.50944 -2.24570 0.21826  0.101
H 0.43564 -1.63368 2.44409  0.120
H 3.59245 1.63083 3.09037  0.118
H 1.22136 1.91155 3.53290  0.130
H 0.94763 0.84756 2.14899  0.097
H 2.16709 3.63678 2.08006  0.137
H -0.51842 2.94357 2.24933  0.113
H 0.08628 4.47119 1.62430  0.114
H -0.09947 3.75320 -0.65594  0.129
H -1.58317 3.25762 0.14134  0.108
H -0.47317 0.96289 0.50163  0.127
H -2.43735 0.98978 -3.50551  0.123
H -3.82485 1.77037 -2.71000  0.139
H -3.13720 -1.19937 -2.58240  0.111
H -5.24146 -1.48583 -3.87306  0.078
H -5.45958 0.26354 -3.93398  0.079
H -4.09955 -0.48409 -4.77198  0.075
H -5.22400 -1.41584 -1.29968  0.125
H -5.47641 0.33191 -1.37463  0.127
H -3.06623 -1.06427 -0.13839  0.134
H -5.36383 0.45474 1.19584  0.081
H -3.96318 -0.22345 2.02873  0.076
H -5.12637 -1.29211 1.24565  0.079
H -2.46283 1.21959 0.63701  0.115
H -3.83210 1.88653 -0.26783  0.140
H 1.65582 0.53177 -0.28296  0.082
H 1.50691 1.66392 -1.61888  0.119
H 3.15471 2.19175 0.35583  0.108
H 2.18947 3.50047 -0.32240  0.116
H 4.28264 -1.16096 0.72736  0.121
H 3.37617 -1.77607 -1.50962  0.118

Total charge = 0
HOMO energy = -0.329 hartree
SMILES = CC(=O)Nc1ccc(S(=O)(=O)NC[C@H]2CC[C@H](C(=O)N3C[C@H](C)C[C@H](C)C3)CC2)cc1

Table of ΔE to the lowest compared entry with this formula, charge and spin (eV), in record order: 0.2868, 4.5311, 2.6427, 3.5356, 2.2985, 0.2324
Table of E_tot (eV), in record order: -9459.742, -9470.605, -24759.853, -17426.685, -18902.470, -47916.602